No. 1
98
Properties=species:S:1:pos:R:3:forces:R:3:lowdin_charge:R:1 method="wB97M-V/def2-TZVPD" lumo_ev="1.44 / 1.55" multiplicity=3 total_charge=-1 homo_energy_ha="-0.143 / -0.143" orbital_gap_ev="5.330 / 5.446" max_force_ev_per_a=2.104
Mo -0.472 0.701 0.474 0.3 -2.0 -0.4 1.298
S -4.441 -5.383 1.996 -0.1 0.0 0.6 -0.461
Sb -3.087 -5.860 0.274 0.6 -0.2 -0.7 0.050
S -1.203 -1.481 -2.359 -0.2 0.0 -0.1 0.502
S -1.227 -1.680 -0.320 -0.1 -0.3 0.0 0.170
S -1.364 -7.352 0.627 -0.3 0.4 0.2 -0.513
O 1.462 0.565 -0.234 -0.7 -0.1 0.3 -0.458
N 1.915 1.726 -0.858 0.3 0.3 0.8 -0.118
C 1.804 1.614 -2.291 0.0 -0.3 -1.2 -0.245
C 2.122 2.923 -2.985 0.4 -0.1 0.6 -0.057
C 1.954 4.070 -2.325 -0.2 0.3 0.6 -0.097
C 1.418 4.056 -0.950 -0.5 0.4 -0.4 -0.150
C 1.295 2.863 -0.331 0.4 0.8 0.5 -0.650
S 0.360 2.773 1.205 0.5 0.2 -0.5 0.580
H 0.781 1.332 -2.465 -0.7 0.0 -0.5 0.090
H 2.542 2.902 -3.979 -0.1 0.0 -0.2 0.099
H 2.167 5.023 -2.808 0.0 -0.2 0.1 0.097
H 0.961 4.933 -0.463 0.4 -0.5 -0.5 0.088
C 2.409 -4.485 -1.142 -0.6 0.6 0.6 -0.073
C 2.624 -3.733 0.165 1.0 0.3 1.0 -0.522
C 1.813 -4.356 1.319 0.3 0.2 -0.5 -0.083
C 2.567 -1.365 1.622 0.4 0.7 0.9 -0.331
C 3.898 -1.522 2.054 -0.5 -0.7 -0.9 -0.078
C 4.221 -1.195 3.353 -0.1 -0.1 0.2 -0.065
C 3.247 -0.734 4.220 -0.4 0.7 0.5 -0.029
C 1.951 -0.495 3.806 -1.0 -0.5 -0.3 -0.121
C 0.913 0.081 4.771 -0.4 0.3 0.0 -0.351
C 1.260 1.576 4.894 1.1 -0.7 0.1 -0.057
C 0.868 -0.585 6.180 0.7 -0.2 -0.5 -0.058
C 1.582 -0.796 2.454 0.5 -0.9 0.7 -0.214
N 0.260 -0.658 2.027 -0.7 0.3 0.1 -0.147
C -0.744 -1.261 2.685 0.1 -0.2 -0.2 -0.141
C -2.041 -0.820 2.491 0.1 0.9 -0.2 -0.351
C -3.275 -1.291 2.989 0.2 -1.1 -0.3 -0.012
C -4.231 -0.530 2.387 -0.6 0.3 0.1 -0.031
C -3.621 0.429 1.537 1.4 0.5 0.1 -0.223
N -2.284 0.313 1.637 -0.4 -0.8 0.4 -0.054
C -4.276 1.457 0.610 0.3 0.1 0.4 -0.533
C -5.543 1.979 1.272 -0.9 0.0 0.8 -0.071
C -4.608 0.752 -0.696 0.9 -1.7 0.4 -0.031
C -3.375 2.680 0.332 -1.0 0.2 -0.5 -0.067
H 1.344 -4.693 -1.300 0.1 0.3 -0.1 0.100
H 2.853 -5.437 -0.955 0.5 -0.8 -0.2 0.078
H 2.867 -3.989 -1.991 0.0 0.0 -0.2 0.078
H 3.710 -3.702 0.451 -0.9 0.0 -0.5 0.119
H 0.779 -4.191 1.068 -0.7 -0.1 0.2 0.065
H 2.032 -3.971 2.325 0.1 0.0 -0.4 0.087
H 1.977 -5.426 1.279 0.0 -0.2 0.2 0.086
H 4.566 -2.023 1.326 -0.1 0.5 1.0 0.102
H 5.170 -1.337 3.817 0.8 -0.2 -0.4 0.098
H 3.510 -0.500 5.268 -0.1 -0.2 -0.7 0.122
H -0.092 -0.011 4.304 0.8 0.2 0.5 0.112
H 2.189 1.617 5.510 -0.7 0.4 -0.3 0.091
H 0.464 2.149 5.310 -0.6 0.4 0.7 0.068
H 1.466 2.024 3.928 0.1 -0.1 -0.3 0.041
H 1.844 -0.511 6.688 -0.2 0.3 -0.2 0.064
H 0.709 -1.669 6.110 -0.4 0.2 0.0 0.079
H 0.128 -0.120 6.846 0.1 -0.1 -0.4 0.081
H -0.563 -2.163 3.317 0.0 0.8 -0.3 0.168
H -3.461 -2.211 3.567 0.3 0.7 -0.2 0.120
H -5.273 -0.630 2.584 -0.6 0.0 -0.2 0.099
H -6.267 1.196 1.485 0.1 -0.4 0.0 0.072
H -6.135 2.681 0.665 0.6 0.1 0.0 0.086
H -5.336 2.427 2.263 0.1 0.1 -0.5 0.097
H -5.115 -0.204 -0.492 0.4 0.1 -0.1 0.105
H -3.701 0.575 -1.288 -0.1 -0.3 0.3 0.065
H -5.259 1.258 -1.335 -1.2 1.5 -0.9 0.058
H -3.009 3.117 1.264 -0.1 0.1 -0.2 0.076
H -4.073 3.379 -0.209 0.9 -0.2 0.5 0.099
H -2.533 2.467 -0.329 -0.1 0.0 0.1 0.021
N -1.058 0.912 -1.315 -0.4 1.1 1.5 -0.200
C -1.309 0.290 -2.366 0.4 -0.6 -0.9 -0.856
N -1.402 0.914 -3.596 -0.6 -1.0 -0.5 -0.124
C -2.380 0.346 -4.559 0.8 1.6 -0.4 -0.130
C -2.113 1.022 -5.930 -0.3 -0.2 2.0 -0.188
O -2.076 2.412 -5.879 -0.3 1.2 -0.4 -0.131
C -1.162 2.912 -4.942 0.5 -0.2 1.2 -0.179
C -1.514 2.350 -3.547 1.2 1.0 -0.3 -0.150
H -3.367 0.570 -4.169 -0.5 -0.1 -0.2 0.125
H -2.267 -0.705 -4.737 0.2 -0.6 0.4 0.090
H -2.942 0.803 -6.555 -0.4 -0.6 -1.0 0.117
H -1.156 0.645 -6.240 0.5 -0.4 -0.7 0.119
H -1.168 4.022 -4.919 -0.3 -0.7 -0.3 0.133
H -0.123 2.582 -5.186 -0.5 0.2 0.1 0.125
H -2.503 2.656 -3.229 -0.6 0.2 0.0 0.127
H -0.817 2.751 -2.797 -0.1 -0.2 -0.3 0.111
S 2.043 -1.989 0.066 0.3 -0.2 -0.3 1.216
C 3.055 -1.157 -1.164 0.4 0.0 0.4 -0.450
N 2.335 -0.850 -2.273 -1.6 -0.5 -0.7 0.035
C 2.580 0.437 -2.945 -0.2 -0.8 0.3 -0.239
C 4.051 0.604 -3.000 0.5 0.1 -0.9 -0.055
C 4.868 0.054 -2.104 0.2 0.3 0.3 -0.068
C 4.326 -0.769 -1.014 0.5 0.8 0.1 -0.065
H 1.324 -1.067 -2.173 0.8 0.2 -0.3 0.061
H 2.215 0.307 -3.994 -0.1 0.3 0.8 0.161
H 4.382 1.145 -3.893 0.4 0.1 0.6 0.110
H 5.931 0.305 -2.126 -0.3 -0.4 0.0 0.103
H 4.854 -0.774 -0.067 -0.1 -0.3 -0.4 0.086

No. 2
91
Properties=species:S:1:pos:R:3:forces:R:3:lowdin_charge:R:1 method="wB97M-V/def2-TZVPD" lumo_ev="2.08 / 2.07" multiplicity=4 total_charge=-1 de_lowest_kj_mol=0.0 homo_energy_ha="-0.086 / -0.154" orbital_gap_ev="4.413 / 6.261" max_force_ev_per_a=4.234
V -2.666 -0.495 1.508 0.3 -1.4 -0.2 0.134
C 0.509 -2.931 1.744 0.2 -0.3 0.9 -0.025
C -0.845 -2.415 1.409 -0.4 -1.4 1.5 -0.256
N -1.653 -1.941 2.392 -1.1 0.9 -4.0 -0.122
N -1.232 -1.656 3.614 1.2 -0.9 1.8 -0.027
C -1.791 -2.401 4.624 -1.1 0.8 -2.0 -0.486
O -2.903 -2.968 4.646 1.4 0.2 0.1 -0.002
C -0.851 -2.415 5.742 0.9 0.8 2.3 -0.141
C 0.547 -2.245 5.614 -0.5 -0.6 0.4 -0.027
C 1.358 -2.319 6.742 0.0 0.5 0.5 -0.105
C 0.845 -2.388 8.038 -0.8 -0.2 -0.9 -0.103
C -0.557 -2.450 8.164 0.9 -0.3 0.5 -0.108
C -1.375 -2.450 7.049 -0.8 0.0 -0.4 -0.035
C -1.472 -2.666 0.132 0.5 0.8 1.0 -0.256
C -1.408 -3.850 -0.594 -0.4 0.0 -1.3 -0.025
C -2.197 -3.958 -1.731 0.2 -0.6 0.2 -0.084
C -3.038 -2.878 -2.124 -0.5 -0.5 -0.6 -0.105
C -3.106 -1.797 -1.306 -0.2 1.4 0.2 -0.197
N -2.319 -1.667 -0.224 -0.5 0.4 0.6 -0.048
H 1.302 -2.267 1.353 -0.3 -0.4 0.3 0.085
H 0.587 -3.021 2.856 0.1 0.3 -0.9 0.073
H 0.626 -3.945 1.359 0.2 0.0 -0.3 0.066
H 1.043 -2.052 4.672 -0.4 -0.2 -0.1 0.077
H 2.429 -2.229 6.625 0.1 0.0 -0.1 0.090
H 1.531 -2.362 8.881 -0.3 -0.2 0.0 0.088
H -0.981 -2.598 9.150 -0.1 0.3 0.1 0.087
H -2.484 -2.398 7.165 1.1 -0.4 -0.2 0.127
H -0.799 -4.660 -0.235 0.1 -0.2 0.0 0.101
H -2.258 -4.913 -2.277 0.2 0.6 0.3 0.097
H -3.702 -2.942 -3.000 0.5 0.0 0.5 0.098
H -3.767 -0.914 -1.435 0.3 -0.9 -0.2 0.094
O 1.103 -0.147 3.263 0.6 0.3 0.3 -0.114
C 1.410 1.233 3.376 -0.4 -0.5 0.0 -0.264
C 0.499 2.038 4.333 -0.3 -0.5 0.2 -0.152
C -1.063 2.018 4.072 -0.1 -0.6 -0.4 -0.102
C -1.513 2.191 2.614 -0.3 -0.1 1.0 -0.259
C -1.885 3.434 2.133 1.4 -0.4 0.0 -0.031
C -2.128 3.624 0.775 -1.2 -0.9 0.0 -0.049
C -2.338 2.481 0.026 0.6 1.2 -0.6 -0.062
C -1.769 1.297 0.486 0.3 -0.7 -0.6 -0.249
N -1.512 1.107 1.806 1.7 1.1 0.1 -0.030
H 0.156 -0.363 3.360 -0.2 -0.2 0.2 0.022
H 1.389 1.627 2.360 -0.1 0.6 -0.1 0.094
H 2.466 1.286 3.715 -0.6 0.1 0.0 0.115
H 0.876 3.048 4.366 0.0 0.6 -0.3 0.089
H 0.677 1.670 5.366 -0.3 -0.1 -0.5 0.113
H -1.587 2.823 4.641 0.6 -0.7 -0.1 0.116
H -1.409 1.013 4.404 -0.1 0.7 -0.1 0.109
H -1.832 4.259 2.798 0.2 0.7 0.5 0.097
H -2.201 4.610 0.342 -0.5 0.1 0.0 0.104
H -2.818 2.530 -0.934 0.5 0.0 -0.6 0.096
H -1.227 0.628 -0.237 -1.0 0.3 0.6 0.128
C 1.751 0.710 -6.075 0.3 -2.0 -0.3 -0.079
C 1.762 -0.389 -4.963 0.0 0.2 -0.5 -0.694
C 3.095 -1.162 -4.906 0.5 0.2 -0.2 -0.116
C 0.709 -1.466 -5.336 0.4 -0.2 0.0 -0.122
P 1.280 0.206 -3.256 0.8 -0.2 1.0 1.134
C -0.068 1.332 -3.613 -1.0 0.0 -0.8 -0.393
C 0.115 2.683 -4.017 -0.9 -0.7 0.5 -0.111
C -1.006 3.489 -4.162 -0.6 0.6 -0.2 -0.077
C -2.325 2.961 -4.012 1.4 0.6 -0.8 -0.094
C -2.472 1.625 -3.733 0.0 -1.3 0.1 -0.108
C -1.371 0.767 -3.537 0.5 2.0 0.1 -0.089
C 2.628 1.370 -2.471 0.2 -1.4 -0.8 -0.702
C 1.978 2.430 -1.637 -0.4 0.5 0.8 -0.131
C 3.401 0.444 -1.475 -0.6 -0.1 -0.3 -0.119
C 3.627 2.040 -3.413 1.4 0.2 0.2 -0.105
H 2.115 0.229 -7.015 -0.3 0.4 0.4 0.091
H 2.380 1.539 -5.880 0.8 0.7 0.3 0.035
H 0.759 1.098 -6.228 -0.5 0.0 -0.1 0.067
H 3.138 -1.816 -5.788 0.1 0.0 0.2 0.079
H 3.267 -1.769 -4.012 -0.7 -0.1 0.0 0.073
H 3.987 -0.540 -4.921 -0.1 0.4 -0.3 0.058
H 0.870 -1.799 -6.394 -0.1 0.2 0.9 0.095
H -0.313 -1.136 -5.215 -0.3 0.4 -0.2 0.051
H 0.809 -2.310 -4.641 0.1 0.0 -0.3 0.079
H 1.131 3.060 -4.168 -0.6 0.0 0.0 0.089
H -0.878 4.565 -4.421 -0.2 -0.9 0.1 0.107
H -3.183 3.572 -4.289 0.2 0.0 0.4 0.100
H -3.448 1.155 -3.658 -0.1 0.3 -0.1 0.104
H -1.571 -0.267 -3.270 0.4 0.1 0.0 0.086
H 1.099 2.074 -1.071 0.1 0.3 -0.4 0.087
H 1.775 3.338 -2.199 -0.5 -0.1 0.0 0.070
H 2.709 2.738 -0.896 0.2 0.1 0.3 0.079
H 2.666 0.081 -0.710 0.9 0.1 -0.6 0.085
H 4.187 1.038 -1.001 -0.1 0.0 0.2 0.074
H 3.900 -0.404 -1.981 -0.4 0.2 0.2 0.067
H 3.234 2.574 -4.307 0.1 -0.3 0.8 0.063
H 4.378 1.299 -3.770 -0.5 0.5 0.1 0.071
H 4.218 2.766 -2.769 -0.6 -0.5 -0.9 0.099
Te -5.003 -0.341 1.589 -1.8 0.4 0.2 0.164